(1)
C4H8ClN3 | ωB97M-V/def2-TZVPD

Atoms and positions in Å:
C 0.9815 1.9081 2.2622
N 0.6301 1.0820 1.0494
C 0.8297 -0.1854 1.1137
C 0.1651 -1.1003 0.1827
Cl 0.2759 -2.8605 0.4414
C -0.5312 -0.6385 -0.8181
N -1.0980 -1.3449 -1.8485
N -1.2514 -0.6590 -3.0635
H 1.3843 3.0152 1.9171
H 0.0756 2.1344 2.9971
H 1.7578 1.3552 2.8320
H 1.3846 -0.5946 1.9491
H -0.6891 0.4310 -0.8577
H -1.0524 -2.3882 -1.8548
H -2.2629 -0.2383 -2.9902
H -0.5995 0.0838 -3.3120

SMILES string: C/N=C/C(Cl)=C/NN
ΔE to the lowest compared entry with this formula, charge and spin: 65.4 kcal per mole
LUMO: 0.0290 Ha

Electronic structure analysis, natural (NBO) charges in units of e: C -0.44; N -0.45; C 0.09; C -0.18; Cl -0.05; C 0.03; N -0.45; N -0.66; H 0.20; H 0.21; H 0.18; H 0.16; H 0.24; H 0.40; H 0.35; H 0.36

(2)
C16H28F6N2O4S2Si3W | ωB97M-V/def2-TZVPD

Atoms and positions in Å:
W 0.5543 -0.4314 0.4287
F 4.8853 -0.4895 -2.2106
C 5.0535 0.0830 -1.0320
F 4.6417 1.3436 -1.1119
F 6.3089 0.0412 -0.6661
S 3.9539 -0.7868 0.2146
O 2.5798 -0.6236 -0.3356
O 4.3468 -2.1317 0.3616
N 4.0724 0.1224 1.4934
S 3.0465 0.1072 2.6616
O 1.6540 0.2216 2.1614
O 3.3549 0.9492 3.7355
C 2.9136 -1.7203 3.1332
F 2.0745 -1.9281 4.1297
F 4.0183 -2.3850 3.2947
F 2.2615 -2.2004 1.9975
C 0.1965 -1.3997 -2.6439
Si -1.3736 -1.7746 -1.5901
C -0.9714 -3.5046 -0.8689
C -3.0800 -1.8438 -2.4141
C -1.3667 -0.2554 -0.3482
Si -2.0004 -0.5465 1.4476
C -1.5557 0.9289 2.5965
C -3.7452 -1.2425 1.7132
C -0.6881 -1.9494 1.9762
Si -1.8094 1.4049 -1.1774
C -3.4492 2.0913 -0.5246
C -1.6766 1.5635 -3.0734
C -0.2381 2.3625 -0.6208
C -0.1142 3.7310 -0.8026
C 1.0737 4.3814 -0.5080
C 2.1298 3.6007 -0.0535
C 1.9554 2.2380 0.0975
N 0.7920 1.6002 -0.1732
H 0.5772 -2.3080 -3.1033
H 1.0109 -0.9812 -2.0121
H 0.0155 -0.6991 -3.4495
H -1.0917 -4.2263 -1.6733
H -1.6359 -3.8326 -0.0766
H 0.0643 -3.6030 -0.5325
H -3.1167 -2.6280 -3.1630
H -3.3662 -0.9171 -2.8993
H -3.8506 -2.0668 -1.6812
H -2.2851 1.7300 2.5515
H -0.5704 1.3565 2.3620
H -1.5267 0.6055 3.6344
H -4.4977 -0.5202 1.4143
H -3.9263 -1.4722 2.7609
H -3.9366 -2.1506 1.1483
H 0.0797 -2.2109 1.1769
H -1.2400 -2.8780 2.1112
H -0.2217 -1.7253 2.9397
H -4.2494 1.4022 -0.7726
H -3.6959 3.0375 -0.9920
H -3.4662 2.2438 0.5482
H -2.2398 0.8121 -3.6174
H -0.6444 1.5281 -3.4164
H -2.0751 2.5306 -3.3735
H -0.9605 4.2830 -1.1797
H 1.1798 5.4485 -0.6358
H 3.0834 4.0415 0.1863
H 2.7881 1.6451 0.4543

Net charge: +2
Expectation value of S²: 2.03
LUMO (spin up / spin down): -0.3212 / -0.3009 Ha
Multiplicity: 3

Electronic structure analysis, natural (NBO) charges in units of e: W 1.72; F -0.27; C 0.80; F -0.30; F -0.26; S 2.23; O -0.98; O -0.83; N -1.19; S 2.28; O -0.98; O -0.80; C 0.76; F -0.28; F -0.25; F -0.34; C -1.08; Si 1.64; C -1.11; C -1.09; C -1.64; Si 1.61; C -1.09; C -1.07; C -1.00; Si 1.69; C -1.12; C -1.10; C -0.14; C -0.22; C -0.09; C -0.17; C 0.04; N -0.57; H 0.28; H 0.22; H 0.27; H 0.28; H 0.24; H 0.23; H 0.28; H 0.25; H 0.26; H 0.27; H 0.24; H 0.28; H 0.27; H 0.28; H 0.26; H 0.16; H 0.32; H 0.28; H 0.26; H 0.27; H 0.25; H 0.26; H 0.25; H 0.27; H 0.25; H 0.26; H 0.25; H 0.22

(3)
C2H4N2OS | ωB97M-V/def2-TZVPD

Atoms and positions in Å:
H -1.9674 1.3525 0.0852
N -2.0284 0.2517 -0.0717
C -0.7810 -0.1355 -0.1473
N -0.1986 -1.5388 -0.2975
C 0.4932 0.8494 -0.1679
O 0.1819 1.9890 -0.2022
S 2.0909 -0.0957 -0.1447
H 0.3876 -1.5058 0.6590
H -1.0025 -2.0604 -0.0459
H 2.8243 0.8939 0.3329

SMILES string: [H]/N=C(/N)C(=O)S
ΔE to the lowest compared entry with this formula, charge and spin: 57.7 kcal per mole
LUMO: -0.0029 Ha

Electronic structure analysis, natural (NBO) charges in units of e: H 0.37; N -0.62; C 0.31; N -0.82; C 0.40; O -0.51; S -0.03; H 0.38; H 0.38; H 0.14

(4)
C7H9NO | ωB97M-V/def2-TZVPD

Atoms and positions in Å:
C -2.5073 -0.1242 0.1187
C 0.5615 0.9838 1.3140
C -1.1384 -0.4322 -0.3526
C 0.7308 0.0229 0.1709
C 0.0350 -1.2633 0.1022
C 1.8791 0.2429 -0.7119
N 2.7025 1.1881 -0.4873
C -0.5206 -1.1586 -1.3579
O -0.4139 -1.5435 -2.4863
H 3.4903 1.1711 -1.1347
H 0.1022 -2.1451 0.7287
H 2.0303 -0.5143 -1.4887
H -2.9063 -0.9393 0.7351
H -3.1802 0.0453 -0.7238
H -2.4980 0.7732 0.7461
H 0.4669 2.0105 0.9603
H -0.2946 0.7256 1.9339
H 1.4605 0.9570 1.9333

ΔE to the lowest compared entry with this formula, charge and spin: 102.9 kcal per mole
LUMO (spin up / spin down): -0.0062 / -0.0062 Ha

Electronic structure analysis, natural (NBO) charges in units of e: C -0.66; C -0.65; C -0.02; C 0.08; C -0.39; C 0.07; N -0.59; C 0.56; O -0.54; H 0.35; H 0.22; H 0.18; H 0.23; H 0.24; H 0.24; H 0.23; H 0.21; H 0.24

(5)
C23H52OP4Tl | ωB97M-V/def2-TZVPD

Atoms and positions in Å:
Tl 1.2601 -0.5294 0.4893
P -1.6519 1.4296 -0.8515
P -1.5532 -2.0975 0.2445
P 2.2571 1.5717 -0.8124
H 4.4620 -6.7771 -0.9615
C 5.0794 -6.0113 -0.4409
C 4.9917 -5.6668 0.8841
H 4.6379 -6.3578 1.7165
C -1.6757 1.0526 -2.6984
C -3.4006 0.9918 -0.4459
C -1.5264 3.2597 -0.9062
C -0.8458 -3.6770 0.8646
C -3.2042 -2.3777 0.9921
C -1.9555 -2.7854 -1.4368
C 3.9258 0.9767 -0.3642
C 2.3867 3.2914 -0.3541
C 2.2580 1.4934 -2.6484
H 5.9377 -5.6465 -1.0535
H 5.7080 -4.8399 1.2332
H -2.4295 1.6416 -3.2655
H -1.8681 -0.0344 -2.8159
H -0.6554 1.2625 -3.0967
H -4.1769 1.5738 -0.9666
H -3.5325 1.1227 0.6368
H -3.5665 -0.0773 -0.6575
H -1.7120 3.6868 -1.8950
H -0.4874 3.4923 -0.6321
H -2.1712 3.7543 -0.1738
H -1.6752 -4.3271 1.1445
H -0.2002 -3.4714 1.7201
H -0.2323 -4.1644 0.1032
H -3.6544 -3.2550 0.5148
H -3.8629 -1.5125 0.8826
H -3.0626 -2.5839 2.0497
H -2.5992 -3.6709 -1.2549
H -1.0178 -3.0684 -1.9456
H -2.4992 -2.0271 -2.0317
H 4.6137 1.7888 -0.6126
H 4.2025 0.0473 -0.8875
H 3.9835 0.7938 0.7169
H 3.4323 3.5703 -0.4378
H 2.0778 3.4321 0.6799
H 1.7873 3.9429 -0.9859
H 3.2580 1.8301 -2.9844
H 1.4776 2.1663 -3.0590
H 2.0627 0.4588 -3.0013
C 2.9314 -3.1661 0.5135
C 2.4862 -3.1427 -0.9005
C 3.5878 -3.1362 -1.8595
C 4.9509 -2.8329 -1.7190
C 5.3471 -2.7662 -0.3982
C 4.3980 -2.9834 0.6918
O 2.0066 -3.1600 1.3919
H 1.4300 -2.2233 -1.0389
H 1.3977 -3.5717 -0.9603
H 3.1521 -3.2508 -2.8005
H 5.7301 -2.8607 -2.5152
H 6.4498 -2.6028 -0.2980
H 4.6230 -3.1171 1.7685
C 2.5512 1.2156 3.6298
C 1.1761 0.6455 3.9805
P -0.2155 0.7838 2.7794
C -1.8361 0.0848 3.4618
C -1.9999 0.1288 4.9726
C -0.5642 2.6226 2.7857
C -1.0289 3.3024 4.0867
H 3.0221 0.6973 2.7698
H 3.2214 1.0600 4.5050
H 2.5256 2.3017 3.4187
H 1.2802 -0.4329 4.1797
H 0.8201 1.1010 4.9276
H -1.8849 -0.9824 3.1017
H -2.6415 0.6297 2.9446
H -2.2140 1.1550 5.3412
H -2.8706 -0.4922 5.2273
H -1.1339 -0.2754 5.4958
H 0.3968 3.0576 2.4419
H -1.3062 2.7683 1.9851
H -0.4311 3.0022 4.9684
H -0.8740 4.3846 3.9207
H -2.1044 3.1375 4.2819

Net charge: +3
LUMO (spin up / spin down): -0.4370 / -0.4292 Ha

Electronic structure analysis, Löwdin charges in units of e: Tl 0.63; P 0.83; P 0.77; P 0.68; H 0.08; C -0.01; C -0.04; H 0.11; C -0.25; C -0.27; C -0.26; C -0.28; C -0.26; C -0.26; C -0.28; C -0.23; C -0.23; H 0.08; H 0.07; H 0.08; H 0.02; H 0.02; H 0.08; H 0.03; H 0.01; H 0.06; H 0.01; H 0.06; H 0.07; H 0.03; H 0.03; H 0.07; H 0.04; H 0.05; H 0.07; H 0.04; H 0.03; H 0.07; H 0.04; H 0.03; H 0.07; H 0.04; H 0.06; H 0.08; H 0.06; H 0.06; C -0.44; C -0.12; C 0.03; C -0.03; C -0.01; C 0.07; O -0.05; H 0.14; H 0.15; H 0.11; H 0.16; H 0.16; H 0.14; C -0.13; C -0.43; P 0.91; C -0.37; C -0.12; C -0.39; C -0.11; H 0.03; H 0.11; H 0.08; H 0.09; H 0.09; H 0.06; H 0.08; H 0.08; H 0.09; H 0.08; H 0.06; H 0.05; H 0.08; H 0.09; H 0.08

(6)
C2H4Cl4Si2 | ωB97M-V/def2-TZVPD

Atoms and positions in Å:
C -0.2722 1.0657 -1.4215
C 0.0013 -0.8803 0.7662
Si -1.1418 -0.4550 -0.8197
Si 1.2923 0.5634 0.9238
Cl 0.8567 -2.4418 0.5383
Cl -0.9362 -1.0264 2.2996
Cl 3.2386 0.1035 0.8930
Cl 0.8813 1.9035 2.3546
H 0.3816 1.0383 -2.2749
H -0.7158 2.0305 -1.2513
H -2.4980 -0.2809 -0.3093
H -1.0877 -1.6203 -1.6988

ΔE to the lowest compared entry with this formula, charge and spin: 0.0 kcal per mole
LUMO (spin up / spin down): -0.0337 / -0.0337 Ha

Electronic structure analysis, natural (NBO) charges in units of e: C -1.07; C -0.91; Si 1.14; Si 1.39; Cl -0.02; Cl -0.03; Cl -0.32; Cl -0.33; H 0.23; H 0.22; H -0.16; H -0.16

| no. | calculated total energy (eV) |
| --- | --- |
| 1 | -21267.6146 |
| 2 | -91634.2229 |
| 3 | -18000.1571 |
| 4 | -10938.3513 |
| 5 | -68557.5938 |
| 6 | -67984.1264 |